(1)
The following is a DFT calculation (ωB97M-V with the def2-TZVPD basis set) of a structure of composition C48H56GeN4NiP at a distorted geometry.

Each line ends with the Löwdin spin population.
Element x y z (Å)
Ni 0.64462 -0.96734 -0.64854  1.29
C 1.00057 -3.24510 5.93877  0.00
C 1.96332 -2.10341 5.75210  0.00
C 2.69087 -1.60355 6.82372  0.00
C 3.58304 -0.55305 6.67230  0.00
C 3.73299 0.03467 5.42825  0.00
C 3.00550 -0.43437 4.34576  0.00
C 2.14050 -1.51826 4.49356  0.00
N 1.36586 -2.03058 3.42541  0.00
C 1.49121 -1.74683 2.08120  0.01
N 2.74686 -1.84695 1.61845  0.01
C 3.29800 -1.73352 0.31778  0.03
C 2.48890 -1.62708 -0.81590  0.09
C 3.14172 -1.59998 -2.05407  0.04
C 4.52182 -1.66686 -2.15401  0.00
C 5.29279 -1.74721 -1.00502  0.02
C 4.69834 -1.78307 0.24671  0.00
C 5.55052 -1.85845 1.48906  0.00
N 0.44716 -1.55100 1.30580  0.07
C -0.84350 -1.42042 1.87475  0.00
C -1.11656 -0.60455 2.98220  0.00
C -2.37377 -0.58200 3.56453  0.00
C -3.39525 -1.37357 3.06010  0.00
C -3.16607 -2.10525 1.90696  0.00
C -1.92270 -2.10308 1.28640  0.00
C -1.75602 -2.73578 -0.06940  0.00
H 1.07025 -3.63537 6.95142  0.00
H 1.21342 -4.06067 5.24385  0.00
H -0.03488 -2.92683 5.77906  0.00
H 2.55815 -2.05179 7.80083  0.00
H 4.14789 -0.19074 7.52051  0.00
H 4.40816 0.86929 5.29143  0.00
H 3.08691 0.07396 3.39504  0.00
H 0.45956 -2.37040 3.69896  0.00
H 3.41847 -2.08973 2.32860  0.00
H 2.56707 -1.52953 -2.97096  0.00
H 5.00359 -1.63805 -3.12440  0.00
H 6.37240 -1.78759 -1.08157  0.00
H 6.60334 -1.80531 1.22027  0.00
H 5.40144 -2.79725 2.03219  0.00
H 5.34452 -1.02771 2.16873  0.00
H -0.33475 0.02998 3.37978  0.00
H -2.54953 0.05482 4.42219  0.00
H -4.36904 -1.38589 3.53099  0.00
H -3.97288 -2.67392 1.45722  0.00
H -2.66895 -3.25328 -0.36102  0.00
H -0.94161 -3.46161 -0.05319  0.00
H -0.41963 -1.83218 -1.44082  0.02
C -1.78489 5.40567 -1.13457  0.00
C -1.32276 3.95418 -1.03774  0.00
C -0.70051 3.63810 0.31989  0.01
C -0.41299 2.14697 0.50871  0.05
Ge 1.08182 1.31497 -0.54724  0.19
C 2.81981 1.81256 0.31744  0.02
C 3.12073 3.26288 0.72142  0.01
C 3.69393 4.15379 -0.38088  0.00
C 2.68509 4.56814 -1.44934  0.00
H -2.21778 5.62529 -2.11168  0.00
H -0.94595 6.08471 -0.97268  0.00
H -2.53910 5.61439 -0.37331  0.00
H -0.59303 3.73618 -1.82285  0.00
H -2.18208 3.28901 -1.19353  0.00
H -1.39611 3.96724 1.10178  0.00
H 0.21427 4.22333 0.43921  0.00
H -1.31693 1.59073 0.26580  0.00
H -0.19347 1.92937 1.55984  0.00
H 1.04462 1.98451 -1.95014  0.03
H 3.62374 1.41721 -0.31119  0.00
H 2.81676 1.20079 1.22762  0.00
H 3.85973 3.22606 1.52828  0.00
H 2.22887 3.73553 1.14363  0.00
H 4.53381 3.63731 -0.85485  0.00
H 4.09595 5.05516 0.08893  0.00
H 2.28732 3.69447 -1.96449  0.00
H 3.15454 5.21726 -2.18977  0.00
H 1.84914 5.11236 -1.00249  0.00
N -1.40026 -1.70610 -1.07643  0.03
P -2.37911 -1.01788 -2.21684  0.00
C -1.22011 -0.30760 -3.38563  0.01
C -1.30556 1.02616 -3.77211  0.00
C -0.36990 1.54383 -4.65362  0.00
C 0.64549 0.73806 -5.14357  0.00
C 0.72821 -0.59597 -4.76511  0.00
C -0.20186 -1.12603 -3.88862  0.01
C -3.41790 -2.23590 -3.04249  0.00
C -4.50782 -2.75211 -2.33733  0.00
C -5.32613 -3.69661 -2.93185  0.00
C -5.07290 -4.11246 -4.23219  0.00
C -4.00067 -3.58756 -4.93878  0.00
C -3.16894 -2.64813 -4.34921  0.00
C -3.50754 0.22530 -1.57706  0.00
C -4.41571 0.78562 -2.48080  0.00
C -5.25574 1.80273 -2.06658  0.00
C -5.21714 2.24210 -0.74788  0.00
C -4.33992 1.66498 0.15574  0.00
C -3.47216 0.66529 -0.25889  0.00
H -2.08307 1.66071 -3.37184  0.00
H -0.42593 2.58487 -4.94214  0.00
H 1.38323 1.14910 -5.81976  0.00
H 1.52033 -1.22182 -5.15366  0.00
H -0.14435 -2.17528 -3.61741  0.00
H -4.72589 -2.39162 -1.33831  0.00
H -6.16818 -4.10010 -2.38552  0.00
H -5.72258 -4.83744 -4.70401  0.00
H -3.80977 -3.90506 -5.95513  0.00
H -2.34093 -2.23284 -4.90805  0.00
H -4.47207 0.42190 -3.50094  0.00
H -5.94075 2.25826 -2.76892  0.00
H -5.88140 3.03446 -0.42861  0.00
H -4.31347 2.00412 1.18288  0.00
H -2.76869 0.24131 0.43891  0.00

Calculated values
Spin multiplicity: 3
Frontier orbital gap (spin up / spin down) (eV): 6.24 / 7.33
Electronic energy (eV): -163487.5808
Relative energy (zero: lowest compared OMol25 entry of this formula, charge and spin) (eV): 1.065
Total charge: +1
Maximum force (hartree/bohr): 0.048

(2)
The following is a DFT calculation (ωB97M-V with the def2-TZVPD basis set) of a structure of composition C4H4NO at a distorted geometry.

Each line ends with the natural charge from an NBO analysis.
Element x y z (Å)
C 1.13476 0.78978 0.51101  0.65
C 0.83773 -0.92896 -0.35253  0.22
C 0.01662 0.17956 0.01477  -0.15
C -1.45089 0.41484 0.06207  -0.67
N 2.39324 0.45017 0.29794  -0.06
O 2.15618 -0.77634 -0.17669  -0.15
H 0.35080 -1.92550 -0.66524  0.29
H -2.12812 -0.44306 -0.23987  0.29
H -1.60137 1.34650 -0.56847  0.28
H -1.70894 0.89299 1.11702  0.28

Calculated values
Frontier orbital gap (spin up / spin down) (eV): 7.32 / 7.31
Electronic energy (eV): -7735.6962
Relative energy (zero: lowest compared OMol25 entry of this formula, charge and spin) (eV): 4.748
Total charge: +1
Maximum force (hartree/bohr): 0.069

(3)
The following is a DFT calculation (ωB97M-V with the def2-TZVPD basis set) of the ion C10H13NO3P with charge -1 at a distorted geometry.

Each line ends with the natural charge from an NBO analysis.
Element x y z (Å)
C -3.54908 0.96144 0.30913  -0.28
C -2.49905 1.68253 0.94681  -0.20
C -3.17880 0.13617 -0.73521  -0.21
C -1.20267 1.45123 0.68398  -0.23
C -1.82808 -0.12005 -1.07070  -0.25
C -0.75830 0.57390 -0.35605  -0.06
C 1.69252 -2.30720 0.64775  -0.51
C 1.26169 -1.14053 1.36045  -0.41
C 1.90905 -1.77280 -0.85861  -0.21
C 0.59993 0.17866 -0.65446  -0.14
N 0.91757 -0.92866 -1.37551  -0.59
O 1.43317 1.83563 1.35024  -1.20
O 3.28251 1.08083 -0.32710  -1.16
O 1.48580 2.64501 -1.05800  -1.02
P 1.87825 1.40895 -0.04416  2.34
H -4.63158 0.98450 0.34506  0.21
H -2.89161 2.49695 1.68849  0.20
H -3.86217 -0.49761 -1.34120  0.19
H -0.55810 1.93550 1.42344  0.29
H -1.65292 -0.82432 -1.86688  0.19
H 2.60340 -2.71562 1.03162  0.22
H 1.04929 -3.26073 0.77940  0.18
H 0.33290 -1.27650 1.93013  0.19
H 2.05793 -0.43583 1.74513  0.23
H 2.90385 -1.25410 -0.82409  0.24
H 2.00110 -2.61526 -1.68767  0.17
H 1.02078 3.28766 -0.49770  0.49
H 0.18260 -1.50975 -1.54430  0.35

Calculated values
Frontier orbital gap (spin up / spin down) (eV): 6.59 / 7.20
Electronic energy (eV): -27502.7591
Relative energy (zero: lowest compared OMol25 entry of this formula, charge and spin) (eV): 2.891
Total charge: -1
Maximum force (hartree/bohr): 0.094

(4)
The following is a DFT calculation (ωB97M-V with the def2-TZVPD basis set) of an isolated molecule of C2H3BrO2 at a distorted geometry.

Each line ends with the natural charge from an NBO analysis.
Element x y z (Å)
O 0.61542 -1.45757 -0.00078  -0.68
C 0.12647 -0.28968 -0.42355  0.34
Br 0.36940 0.14433 -2.17963  0.10
C -0.79169 0.62025 0.51050  -0.10
O 0.67755 1.00362 0.43898  -0.56
H 1.57491 -1.49262 0.05768  0.50
H -1.52801 1.26600 0.09635  0.20
H -1.04404 0.20567 1.50045  0.20

Calculated values
Frontier orbital gap (eV): 10.71
Electronic energy (eV): -76257.6040
Relative energy (zero: lowest compared OMol25 entry of this formula, charge and spin) (eV): 2.673
SMILES: O[C@@]1(Br)CO1
Maximum force (hartree/bohr): 0.121

(5)
The following is a DFT calculation (ωB97M-V with the def2-TZVPD basis set) of an isolated molecule of C21H20BrN5O5.

Each line ends with the natural charge from an NBO analysis.
Element x y z (Å)
C 1.38482 1.48706 3.18623  -0.26
O 2.49601 0.83128 2.62193  -0.50
C 2.27976 -0.18518 1.74038  0.29
C 3.41705 -0.80189 1.22814  -0.24
C 3.30962 -1.83154 0.31442  -0.29
C 2.06028 -2.28303 -0.09317  0.34
O 1.85185 -3.29407 -0.99029  -0.52
C 2.97381 -3.95098 -1.52873  -0.25
C 0.90888 -1.68407 0.43310  -0.08
C -0.43215 -2.21714 -0.00462  -0.24
N -1.50386 -1.80743 0.87046  -0.62
C -2.68381 -1.28263 0.49204  0.88
O -3.46986 -0.77296 1.25889  -0.66
O -2.88285 -1.38495 -0.84091  -0.51
C -4.03664 -0.73490 -1.34585  -0.10
C -4.15425 0.68573 -0.87350  0.22
N -5.36728 1.11233 -0.55725  -0.38
C -5.49339 2.30223 -0.00196  0.02
C -4.37452 3.06463 0.31907  -0.01
N -3.17247 2.69603 -0.08140  -0.39
C -3.04907 1.53974 -0.72795  0.05
C -1.69443 1.21933 -1.27396  0.66
O -1.51157 0.48623 -2.22150  -0.59
N -0.71362 1.86300 -0.57775  -0.61
C 0.65650 1.77402 -0.73356  0.37
C 1.27530 0.91364 -1.64453  -0.27
C 2.65374 0.87954 -1.66731  -0.18
C 3.35421 1.70186 -0.79544  -0.14
Br 5.24679 1.67246 -0.76854  0.06
C 2.65733 2.53984 0.05908  0.03
N 1.34052 2.56914 0.08596  -0.46
C 1.02857 -0.63341 1.32909  -0.31
H 0.74484 0.79207 3.73905  0.17
H 0.79918 2.00475 2.41996  0.19
H 1.79996 2.21884 3.87728  0.20
H 4.38517 -0.45755 1.55473  0.23
H 4.21302 -2.27718 -0.06919  0.22
H 3.57214 -4.43296 -0.74905  0.18
H 2.57384 -4.71145 -2.19750  0.20
H 3.60716 -3.26558 -2.10074  0.17
H -0.66608 -1.85761 -1.01036  0.25
H -0.37210 -3.31118 -0.05404  0.21
H -1.34132 -1.85816 1.86451  0.41
H -3.92142 -0.77031 -2.43238  0.23
H -4.94430 -1.26906 -1.04348  0.21
H -6.50091 2.63360 0.20446  0.20
H -4.43474 3.98817 0.87639  0.20
H -1.03202 2.53670 0.11271  0.44
H 0.68625 0.29837 -2.30222  0.26
H 3.17822 0.22691 -2.34812  0.23
H 3.16577 3.19953 0.74792  0.21
H 0.13211 -0.16180 1.69949  0.23

Calculated values
Frontier orbital gap (eV): 7.85
Electronic energy (eV): -109832.8352
SMILES: COc1ccc(OC)c(CNC(=O)OCc2nccnc2C(=O)Nc2ccc(Br)cn2)c1
Maximum force (hartree/bohr): 0.015

(6)
The following is a DFT calculation (ωB97M-V with the def2-TZVPD basis set) of a structure of composition C17H28CrN4OP2Se at a distorted geometry.

Each line ends with the Löwdin spin population.
Element x y z (Å)
Cr -0.02013 0.05332 0.29213  2.85
P -1.35296 -1.75688 -0.01678  0.01
P -0.89936 1.78787 -1.06994  0.08
N 1.33446 -1.25132 0.80897  0.07
N 1.67643 1.19337 0.05967  0.36
H 3.32973 -1.39022 1.15756  0.00
H 3.19995 1.37253 1.52291  0.01
H 2.45602 -0.58983 2.49703  0.00
C 2.53170 -0.67678 1.39296  0.01
H 3.69800 0.53026 0.05313  0.02
C 2.86036 0.66638 0.75680  0.04
H 1.70626 -3.21972 1.40686  0.00
H 2.61584 2.95543 -0.51219  0.00
C 1.37386 -2.66232 0.53366  0.01
C 1.67536 2.38276 -0.53390  0.01
H -0.40994 -3.71612 1.00708  0.00
C -0.07392 -3.13914 0.14438  0.01
H -0.07440 -3.75417 -0.76319  0.00
H -1.23999 1.68733 -2.45974  0.02
H -1.88849 2.74096 -0.65184  0.02
H -2.02205 -2.15962 -1.20633  0.00
H -2.21198 -2.24272 1.01852  0.00
O 0.11398 -0.59015 -2.19962  0.01
C 0.97061 -0.94604 -3.05121  0.00
C 1.06693 -2.45592 -3.33596  0.00
C 2.15185 -0.10877 -3.38000  0.00
H 2.14184 -2.92263 -0.11288  0.00
H 0.81390 -2.93883 -2.36628  0.00
H 0.35390 -2.84998 -4.07319  0.00
H 2.09899 -2.74977 -3.62250  0.00
H 2.30761 0.56927 -2.55676  0.00
H 3.02005 -0.75423 -3.43880  0.00
H 2.13448 0.51785 -4.26401  0.00
C 0.52074 2.83395 -1.17795  0.42
H 0.56155 3.76877 -1.71473  0.02
C -3.84917 -0.02600 2.41639  0.00
N -3.38187 1.35833 2.47287  0.00
C -2.07202 1.72161 2.42957  0.01
Se -0.67305 0.52257 2.55728  0.01
N -2.05170 3.09158 2.53591  0.00
C -3.34345 3.57696 2.75972  0.00
C -3.77693 4.81270 3.22412  0.00
C -5.12056 4.91542 3.60914  0.00
C -5.97727 3.80433 3.54965  0.00
C -5.50889 2.56099 3.09713  0.00
C -4.18897 2.48349 2.69987  0.00
H -4.86910 -0.03553 2.81744  0.00
H -3.18931 -0.65795 3.02757  0.00
H -3.84014 -0.40195 1.38109  0.00
H -1.21063 3.64841 2.52682  0.00
H -3.05592 5.62294 3.25913  0.00
H -5.50695 5.86822 3.95958  0.00
H -7.01134 3.89060 3.85861  0.00
H -6.11159 1.65583 3.05159  0.00

Calculated values
Spin multiplicity: 5
Frontier orbital gap (spin up / spin down) (eV): 7.00 / 5.80
Electronic energy (eV): -138420.5472
Relative energy (zero: lowest compared OMol25 entry of this formula, charge and spin) (eV): 0.000
Total charge: +2
Maximum force (hartree/bohr): 0.056

> electronic energy of number 3 (C10H13NO3P)?

-27502.7591 eV